DFT (ωB97M-V with the def2-TZVPD basis set) results for a structure of composition C2H3BrINO in a non-equilibrium geometry.

Calculated values
**Net charge**: 0
**Strongest force on any atom**: 0.05423 Eh/bohr
**Multiplicity**: 1
**Relative energy (zero: lowest compared OMol25 entry of this formula, charge and spin)**: 87.7 kJ/mol
**Kohn-Sham gap**: 0.306 hartree
**LUMO energy**: -0.948 eV
**Calculated total energy**: -3079.6517 hartree
**HOMO energy**: -0.341 Ha

Positions of all 9 atoms, in Å:
C -1.3073 -0.9978 -0.0045
C -0.1097 -0.0818 -0.0885
N -2.5469 -0.4203 -0.0650
O -1.2578 -2.1807 0.1201
Br -4.0624 -1.5534 -0.0132
I -2.9248 1.5446 0.0123
H 0.0049 0.5015 0.8658
H 0.0618 0.6256 -1.0288
H 0.7336 -0.7895 0.0478

From a natural (NBO) analysis of the wavefunction, the atomic charges in e read: atom 1 (C): 0.631, atom 2 (C): -0.744, atom 3 (N): -0.730, atom 4 (O): -0.565, atom 5 (Br): 0.259, atom 6 (I): 0.394, atom 7 (H): 0.246, atom 8 (H): 0.255, atom 9 (H): 0.255